The following is a DFT calculation (ωB97M-V/def2-TZVPD) of 10 unconnected molecules or ions with the total composition C33H44Cl6F21NO15 at a distorted geometry.

```
! wB97M-V def2-TZVPD RIJCOSX def2/J DEFGRID3
* xyz 0 1
C 6.049 19.557 18.755
O 6.126 19.329 19.977
N 6.071 20.839 18.274
C 5.850 21.142 16.887
C 6.393 22.028 19.095
H 5.889 18.782 17.989
H 6.848 21.498 16.633
H 5.170 21.980 16.728
H 5.636 20.268 16.273
H 5.735 22.880 18.922
H 6.587 21.814 20.146
H 7.441 22.279 18.930
C 4.262 18.493 16.951
C 3.213 19.084 17.873
O 2.052 19.239 17.186
C 1.680 20.454 16.668
O 2.322 21.514 16.810
C 0.272 20.340 15.855
F -0.801 19.887 16.606
F -0.115 21.512 15.395
F 0.455 19.574 14.786
H 3.894 17.602 16.441
H 5.114 18.282 17.597
H 4.489 19.236 16.187
H 3.635 19.981 18.326
H 3.138 18.439 18.749
C 3.683 20.172 20.356
C 4.098 21.612 20.359
O 2.992 22.342 21.038
C 3.081 23.668 21.096
O 3.784 24.367 20.413
C 1.866 24.332 21.801
F 0.849 24.561 20.903
F 1.415 23.601 22.770
F 2.263 25.546 22.253
H 2.865 19.933 19.676
H 3.468 19.891 21.387
H 4.512 19.605 19.933
H 4.086 21.876 19.302
H 5.056 21.843 20.826
C 9.859 20.202 15.310
C 9.280 19.106 14.414
O 8.627 18.053 15.050
C 7.455 18.117 15.722
O 6.813 19.127 15.918
C 6.873 16.771 16.289
F 6.493 16.898 17.576
F 5.774 16.582 15.613
F 7.724 15.743 16.048
H 9.134 20.841 15.813
H 10.423 20.970 14.781
H 10.525 19.708 16.018
H 10.172 18.665 13.970
H 8.715 19.530 13.584
C 0.648 22.250 12.121
C 1.147 22.307 13.589
O 2.064 21.219 13.703
C 3.203 21.524 14.249
O 3.505 22.644 14.679
C 4.165 20.395 14.341
F 5.147 20.549 15.213
F 3.586 19.262 14.628
F 4.757 20.285 13.112
H 1.561 22.087 11.549
H 0.065 23.108 11.787
H 0.045 21.357 11.955
H 0.261 22.284 14.224
H 1.574 23.309 13.605
C 3.716 23.058 18.271
C 3.712 23.448 16.801
O 4.019 24.814 16.753
C 3.339 25.683 15.996
O 2.285 25.359 15.398
C 3.892 27.170 15.892
F 3.761 27.536 14.609
F 3.112 27.997 16.521
F 5.172 27.183 16.275
H 2.862 23.515 18.770
H 4.548 23.611 18.706
H 3.537 22.017 18.540
H 2.780 23.067 16.383
H 4.409 22.950 16.127
C 6.618 26.726 22.364
C 6.112 27.192 21.019
O 6.330 26.120 20.131
C 6.257 26.306 18.796
O 5.729 27.314 18.290
C 6.829 25.097 18.007
F 5.850 24.261 17.768
F 7.326 25.482 16.766
F 7.875 24.559 18.658
H 7.549 26.166 22.284
H 5.909 26.071 22.871
H 6.715 27.519 23.105
H 6.752 28.010 20.689
H 5.068 27.499 21.072
C 9.011 22.175 18.586
C 9.907 23.301 19.137
O 10.648 22.841 20.257
C 11.954 23.091 20.397
O 12.531 23.889 19.669
C 12.678 22.270 21.405
F 11.780 21.586 22.093
F 13.457 21.354 20.876
F 13.392 23.076 22.171
H 9.577 21.526 17.918
H 8.223 22.556 17.937
H 8.645 21.581 19.423
H 9.396 24.192 19.502
H 10.523 23.556 18.274
C 5.871 18.856 22.151
Cl 6.580 17.872 23.442
Cl 5.613 20.630 22.576
Cl 4.401 17.897 21.731
H 6.536 18.912 21.289
C 8.571 18.811 19.642
Cl 7.968 17.285 20.457
Cl 8.528 18.648 17.987
Cl 10.290 19.107 20.139
H 7.967 19.651 19.984
*
```

SMILES string: CCOC(=O)C(F)(F)F.CCOC(=O)C(F)(F)F.CCOC(=O)C(F)(F)F.CCOC(=O)C(F)(F)F.CCOC(=O)C(F)(F)F.CCOC(=O)C(F)(F)F.CCOC(=O)C(F)(F)F.ClC(Cl)Cl.ClC(Cl)Cl.CN(C)C=O
Frontier orbital gap (eV): 9.091
E_LUMO (eV): -0.22